Computed, not measured: a molecular structure, C6H60B3F9NO29PS at a distorted geometry, with ωB97M-V/def2-TZVPD.

The value obtained for the highest occupied orbital energy is -7.783 eV. Its largest force on an atom is 2.0 eV Å⁻¹. For the LUMO energy, the calculation gives -0.3 eV.

Each line ends with the Mulliken charge.
Geometry (Å):
N  -1.80740  4.82652  1.72191  -0.382
B  -2.35953  4.11629  0.65969  0.436
O  -1.65069  3.67533  -0.44841  -0.426
B  -2.04686  2.40183  -0.67703  0.538
C  -1.93173  1.62197  -2.02653  -1.170
C  -0.53353  1.41210  -2.60406  -1.067
C  0.49775  0.91396  -1.69533  1.276
F  1.58322  0.62936  -2.46181  -0.392
F  0.94081  1.80389  -0.82752  -0.304
C  0.17208  -0.38864  -0.96171  0.054
F  -1.03288  -0.41690  -0.44891  -0.205
F  0.24142  -1.38084  -1.86076  -0.382
C  1.14998  -0.74570  0.18796  0.862
F  2.37651  -0.39500  -0.04871  -0.267
F  1.13903  -2.08894  0.26316  -0.312
C  0.66774  -0.22294  1.56149  0.644
F  1.70655  -0.14622  2.34925  -0.233
F  0.14663  0.96768  1.47930  -0.299
F  -0.20367  -1.02435  2.10354  -0.287
O  -2.64551  1.75843  0.41867  0.374
B  -3.79121  2.42517  0.69292  -0.117
P  -5.44539  1.45491  0.95393  -0.060
S  -5.16090  -0.48796  0.77012  -0.374
O  -3.72659  3.77653  0.71478  -0.231
H  -1.97828  4.40136  2.61928  0.220
H  -0.82555  5.01685  1.60669  0.221
H  -2.49488  2.17373  -2.75774  0.595
H  -2.42645  0.67677  -1.94825  0.440
H  -0.59840  0.73695  -3.42335  0.372
H  -0.17698  2.32977  -3.02410  0.314
H  -5.94389  1.78111  2.22443  0.064
H  -6.38616  1.86960  0.01769  0.161
O  -1.07376  -0.14101  5.19179  -0.574
H  -0.50153  0.61206  5.01228  0.285
H  -1.08366  -0.63144  4.36221  0.250
O  3.51914  -2.69510  2.10093  -0.581
H  2.80290  -2.41222  1.52236  0.229
H  4.28970  -2.72078  1.51968  0.317
O  -0.32748  1.64589  -5.54677  -0.549
H  0.13738  2.46814  -5.73868  0.277
H  -0.38412  1.19883  -6.39755  0.271
O  5.26453  -0.80624  -1.88746  -0.716
H  4.37935  -0.45802  -2.03641  0.332
H  5.23344  -1.70999  -2.23693  0.321
O  6.06392  -3.50505  3.51355  -0.634
H  5.18917  -3.61700  3.12284  0.333
H  6.16704  -2.55110  3.59504  0.327
O  6.69292  -4.24098  0.45350  -0.648
H  7.12597  -5.09984  0.52502  0.299
H  6.38864  -4.05867  1.34896  0.403
O  1.06608  -4.00211  -2.84447  -0.768
H  1.93597  -4.23764  -2.49788  0.340
H  0.83709  -3.18619  -2.37422  0.467
O  -6.42003  4.11528  -1.33250  -0.647
H  -5.52039  3.88484  -1.08399  0.265
H  -6.59957  4.90611  -0.81282  0.332
O  0.52967  4.60566  -2.96801  -0.552
H  1.39578  4.41185  -2.59975  0.288
H  0.26338  5.39707  -2.49330  0.254
O  2.51825  6.58538  -2.75581  -0.571
H  2.44730  7.51839  -2.97807  0.278
H  3.37751  6.30694  -3.09997  0.300
O  -1.27517  4.44155  4.60881  -0.620
H  -0.68544  3.68931  4.71501  0.285
H  -1.53995  4.66473  5.50703  0.295
O  4.24406  4.41247  -3.36271  -0.590
H  4.06586  4.16953  -2.44769  0.284
H  4.07485  3.60978  -3.86415  0.274
O  -3.77179  0.94202  3.90241  -0.518
H  -4.33081  0.26692  3.49010  0.257
H  -3.05460  0.44717  4.31438  0.260
O  0.44304  -6.84322  -1.91203  -0.654
H  0.43246  -5.90925  -2.15730  0.368
H  1.26557  -7.18296  -2.28550  0.335
O  -5.29408  -1.78313  3.82862  -0.565
H  -4.92358  -1.86877  4.71426  0.285
H  -5.73995  -2.62452  3.67885  0.282
O  -2.54466  0.25834  7.99421  -0.622
H  -3.19914  0.48321  7.32521  0.314
H  -1.71721  0.22711  7.50319  0.320
O  -8.35727  1.05427  0.17027  -0.546
H  -9.22258  1.47449  0.19570  0.252
H  -8.51471  0.17965  -0.20271  0.281
O  6.06894  3.31180  -1.53346  -0.572
H  7.00756  3.50293  -1.60398  0.267
H  6.00740  2.42681  -1.89292  0.371
O  -4.01269  -4.25890  2.93916  -0.627
H  -3.91627  -3.32142  2.72650  0.348
H  -3.18113  -4.66052  2.67065  0.290
O  -4.81669  6.44020  0.00104  -0.583
H  -3.91254  6.27841  0.28696  0.225
H  -5.08006  7.22764  0.48718  0.281
O  7.90289  -7.33470  0.94060  -0.617
H  8.79666  -7.35601  1.29648  0.311
H  7.63123  -8.25694  0.91637  0.307
O  1.76152  -3.44570  4.78794  -0.625
H  1.04765  -3.16300  4.21004  0.293
H  2.53343  -3.47444  4.21174  0.321
O  -6.42953  -2.49524  -1.50348  -0.560
H  -6.79616  -2.76207  -2.35258  0.278
H  -5.83220  -3.21043  -1.26390  0.287
O  1.93478  -8.07046  -4.13844  -0.657
H  1.08936  -7.61323  -4.22063  0.342
H  1.75672  -8.95297  -4.47784  0.313
O  7.25110  1.05558  -2.89421  -0.639
H  7.91672  0.42978  -3.19196  0.294
H  6.49788  0.50410  -2.64642  0.366
O  2.05764  -2.80175  -5.25921  -0.622
H  1.47021  -3.26419  -4.64098  0.345
H  1.72084  -1.89966  -5.28472  0.295

Atoms 1-6, force components in eV/Å:
0.613 -0.066 -0.330
-0.207 0.576 0.029
-0.153 0.642 -0.310
0.793 -1.033 -0.253
0.458 0.215 0.299
-1.394 0.565 0.003

***

Computed, not measured: 2 unconnected molecules or ions with the total composition C4H14N3 at a distorted geometry, with ωB97M-V/def2-TZVPD.

The value obtained for the highest occupied orbital energy is -14.444 eV. For the relative energy (zero: lowest compared OMol25 entry of this formula, charge and spin), the calculation gives 206.56 kJ/mol. Its largest force on an atom is 8.3 eV Å⁻¹. The net charge is +1. For the LUMO energy, the calculation gives -3.2 eV.

Each line ends with the Mulliken charge.
Geometry (Å):
C  2.58281  0.52063  -0.78119  -0.761
C  2.27709  -0.51797  -1.80225  -0.734
H  2.92362  1.44606  -1.31243  0.278
H  1.88269  1.00353  -0.08715  0.220
H  3.29715  0.06772  0.02032  0.231
H  3.15490  -0.95051  -2.01357  0.362
H  1.88196  0.01828  -2.76462  0.225
H  1.62210  -1.35369  -1.50465  0.171
C  -1.86314  -1.02270  -0.96682  -0.894
C  -0.85098  0.23413  0.96254  0.773
N  -1.02470  -0.84408  0.17635  -0.095
N  -1.69118  1.40393  0.85405  -0.338
N  0.14445  0.23636  1.93281  -0.363
H  -0.25334  -1.48809  0.21155  0.248
H  -2.38949  1.40726  0.19833  0.172
H  -1.49806  2.15555  1.36663  0.172
H  0.91096  -0.47006  1.86970  0.209
H  0.12334  0.55671  2.79804  0.203
H  -2.32921  -0.07633  -1.51633  0.282
H  -2.82598  -1.61536  -0.69895  0.330
H  -1.37531  -1.55907  -1.78298  0.309

Atoms 1-6, force components in eV/Å:
1.362 1.152 2.399
-4.227 1.902 -1.201
0.724 -0.992 0.663
-1.051 -0.645 -0.545
-0.435 1.142 -1.668
3.237 -1.633 -1.251

***

Computed, not measured: a molecular structure, C4H4OS2 at a distorted geometry, with ωB97M-V/def2-TZVPD.

The value obtained for the highest occupied orbital energy (spin up / spin down) is -8.482 / -8.731 eV. For the relative energy (zero: lowest compared OMol25 entry of this formula, charge and spin), the calculation gives 520.29 kJ/mol. Its largest force on an atom is 5.4 eV Å⁻¹. For the LUMO energy (spin up / spin down), the calculation gives -1.7 / -1.2 eV.

Each line ends with the Mulliken charge.
Geometry (Å):
C  0.12357  0.07375  -0.16951  0.239
C  -0.44786  1.28216  -0.10299  -0.051
C  1.44647  0.83931  -0.21219  -0.223
C  -0.28586  -1.25949  0.16104  -0.647
O  0.74246  2.09908  -0.10846  -0.333
S  -3.11099  0.12539  0.35710  -0.123
S  -2.18443  -1.36374  -0.45461  0.057
H  2.17388  0.82954  0.73898  0.202
H  1.94588  0.88256  -1.07547  0.218
H  0.13881  -2.00980  -0.43142  0.378
H  -0.54194  -1.49877  1.29753  0.280

Atoms 1-6, force components in eV/Å:
0.696 1.049 0.730
1.945 0.864 -0.027
-0.467 0.495 5.324
-4.151 -0.084 2.127
-2.274 -0.295 -0.171
0.349 0.089 0.058

***

Computed, not measured: a molecular structure, CH2BrClFNO2S, with ωB97M-V/def2-TZVPD.

The value obtained for the highest occupied orbital energy is -11.132 eV. For the relative energy (zero: lowest compared OMol25 entry of this formula, charge and spin), the calculation gives 0.00 kJ/mol. Its largest force on an atom is 0.9 eV Å⁻¹. For the LUMO energy, the calculation gives 0.3 eV.

Each line ends with the Mulliken charge.
Geometry (Å):
C  -1.13229  -0.15847  -0.47721  0.355
N  1.55331  -0.25783  0.17300  -0.434
O  -0.10332  0.50659  1.86330  -0.557
O  0.43186  1.94395  -0.08232  -0.565
F  -0.75357  -0.21430  -1.76608  -0.181
S  0.24553  0.66286  0.49769  1.039
Cl  -2.58330  0.78606  -0.28822  -0.082
Br  -1.27402  -1.94452  0.19180  -0.089
H  1.97768  -0.17108  -0.73265  0.247
H  1.63811  -1.15323  0.62069  0.267

Atoms 1-6, force components in eV/Å:
0.669 0.309 0.430
-0.299 0.477 0.214
0.037 -0.227 0.333
0.171 0.193 -0.418
-0.070 0.141 -0.119
0.028 -0.440 -0.304